Entry from OMol25: one molecule with the formula C15H15FO3S at a distorted geometry (the ωB97M-V functional and the def2-TZVPD basis).

The calculation puts the energy above the lowest of the compared OMol25 structures with the same formula, charge and spin at 0.1 kcal/mol. Its orbital gap is 8.9 eV. The value obtained for the strongest force on any atom is 0.0301 hartree/bohr. The value obtained for the HOMO energy is -8.76 eV. The spin multiplicity is 1. The value obtained for the LUMO energy is 0.00394 Eh.

Cartesian coordinates (Å):
O (1.24, 2.49, 1.05)
C (0.29, 1.95, 0.53)
C (-0.58, 0.93, 1.24)
C (-0.22, -0.48, 0.73)
S (-1.31, -1.73, 1.54)
C (-2.36, -2.23, 0.14)
C (-3.34, -1.14, -0.29)
O (-4.25, -1.60, -1.25)
C (1.23, -0.78, 1.00)
C (2.15, -0.75, -0.04)
C (3.49, -0.98, 0.19)
C (3.90, -1.24, 1.49)
F (5.20, -1.47, 1.73)
C (3.00, -1.29, 2.54)
C (1.67, -1.05, 2.29)
C (-0.08, 2.21, -0.86)
C (0.53, 3.02, -1.79)
C (-0.23, 2.92, -2.97)
C (-1.25, 2.06, -2.68)
O (-1.16, 1.62, -1.42)
H (-1.63, 1.13, 1.05)
H (-0.38, 0.98, 2.31)
H (-0.42, -0.55, -0.34)
H (-2.91, -3.10, 0.50)
H (-1.71, -2.53, -0.68)
H (-3.94, -0.83, 0.57)
H (-2.79, -0.26, -0.67)
H (-3.77, -1.92, -2.02)
H (1.82, -0.54, -1.05)
H (4.21, -0.95, -0.60)
H (3.36, -1.50, 3.54)
H (0.95, -1.09, 3.09)
H (1.41, 3.61, -1.63)
H (-0.05, 3.42, -3.90)
H (-2.06, 1.69, -3.28)

natural (NBO) population analysis, charges in e, atoms 1 to 6:
1. O -0.52
2. C 0.54
3. C -0.51
4. C -0.33
5. S 0.20
6. C -0.55